#i
ORCA calculation (ωB97M-V/def2-TZVPD) on C2H3N3O2 as an isolated structure.

Structure (XYZ):
```
10
Properties=species:S:1:pos:R:3:nbo_charge:R:1
N -1.833 -0.051 -0.066 -0.805
C -0.490 -0.065 0.167 0.475
N 0.002 -1.280 0.640 -0.044
O 1.205 -1.203 0.967 -0.256
C 2.141 -0.044 -0.209 0.622
O 3.078 0.566 0.073 -0.528
N 0.393 0.845 -0.119 -0.645
H -2.243 0.647 -0.664 0.397
H -2.313 -0.935 0.016 0.409
H 0.098 1.550 -0.792 0.376
```


#ii
10
Properties=species:S:1:pos:R:3:nbo_charge:R:1 method="wB97M-V/def2-TZVPD" smiles="N#C[C@@H](N)[N+](=O)[O-]"
C 1.318 -1.643 -0.208 0.224
C 0.859 -0.281 -0.229 -0.048
N 1.806 -2.678 -0.167 -0.224
N -0.214 0.150 0.687 -0.823
N 2.050 0.743 -0.004 0.556
O 1.809 1.837 -0.417 -0.372
O 3.075 0.387 0.484 -0.324
H 0.676 -0.158 -1.294 0.223
H -0.999 -0.449 0.544 0.383
H -0.436 1.137 0.724 0.405


#iii
10
Properties=species:S:1:pos:R:3:nbo_charge:R:1 method="wB97M-V/def2-TZVPD" smiles=Oc1cnnn1O
C 0.152 0.769 0.045 0.369
C -1.185 1.015 0.123 -0.228
H 1.131 2.340 0.276 0.489
H -1.446 2.031 0.066 0.215
H 1.116 -2.109 0.526 0.496
N -1.788 -0.247 -0.058 -0.212
N -0.874 -1.131 -0.041 -0.095
N 0.290 -0.565 -0.088 0.078
O 1.347 1.345 -0.102 -0.623
O 1.403 -1.266 0.030 -0.490


#iv
ORCA calculation (ωB97M-V/def2-TZVPD) on a single C2H3N3O2 molecule.

Structure (XYZ):
```
10
Properties=species:S:1:pos:R:3:nbo_charge:R:1
C 1.249 -0.454 0.557 0.705
C -0.871 0.016 -0.326 -0.131
N 1.309 0.841 0.172 -0.334
N -0.065 -1.023 0.193 -0.656
N 0.025 1.116 -0.504 0.368
O -0.251 2.180 -0.988 -0.260
O 2.117 -1.138 1.059 -0.564
H -1.456 -0.212 -1.260 0.233
H -1.729 0.315 0.241 0.234
H -0.328 -1.642 0.856 0.405
```


It is #iv that is most stable; the runner-up trails by 56.4 kJ/mol.